No. 1
{"formula": "C15H17FInNO2P", "method": "ωB97M-V/def2-TZVPD", "gap_ev": 3.7, "charge": 3, "multiplicity": 1, "lumo_ha": -0.5095, "e_tot_ha": -1417.17598, "e_homo_ev": -17.53, "elements": ["O", "C", "O", "P", "F", "C", "C", "C", "C", "N", "C", "C", "C", "C", "C", "C", "C", "C", "C", "C", "H", "H", "H", "H", "H", "H", "H", "H", "H", "H", "H", "H", "H", "H", "H", "H", "H", "In"], "positions_angstrom": [[4.1003, -2.3762, 1.5385], [3.1027, -2.0878, 0.9686], [1.9841, -2.8927, 0.7974], [1.1869, -2.0283, -0.3030], [1.8840, -2.3273, -1.6759], [-0.5251, -2.6227, -0.5258], [-1.5799, -2.2829, 0.5988], [-2.6517, -1.2112, 0.1575], [-2.5591, 0.1540, 0.9223], [-2.0242, 1.2555, 0.1673], [-1.4208, 2.3416, 0.7603], [-1.0163, 3.2763, -0.1427], [-1.4138, 2.7311, -1.4384], [-2.0144, 1.5209, -1.1739], [2.8654, -0.7045, 0.3186], [3.4177, -0.4252, -1.0112], [3.1942, 0.7781, -1.5977], [2.4157, 1.7404, -0.8718], [1.8964, 1.5262, 0.4338], [2.1015, 0.3355, 1.0536], [-0.5539, -3.7159, -0.7181], [-0.8873, -2.1578, -1.4629], [-1.1545, -2.0201, 1.5791], [-2.1555, -3.2087, 0.7562], [-3.6549, -1.6125, 0.3648], [-2.5898, -1.0457, -0.9269], [-1.9291, -0.0072, 1.8180], [-3.6093, 0.4138, 1.2597], [-1.2944, 2.4631, 1.8413], [-0.5342, 4.2367, 0.0181], [-1.2583, 3.2027, -2.4044], [-2.4527, 0.8641, -1.9254], [3.9809, -1.2438, -1.4689], [3.5829, 0.9639, -2.6011], [2.2343, 2.7130, -1.3424], [1.3111, 2.2857, 0.9507], [1.7490, 0.0846, 2.0584], [-3.7278, 1.0834, 3.2275]], "lowdin_charge": [0.30, -0.44, -0.02, 1.14, -0.07, -0.17, -0.17, -0.11, -0.30, -0.12, -0.17, -0.06, -0.03, -0.08, -0.13, 0.02, 0.04, 0.12, -0.01, 0.05, 0.15, 0.11, 0.11, 0.13, 0.13, 0.10, 0.06, -0.05, 0.11, 0.12, 0.12, 0.13, 0.16, 0.16, 0.15, 0.12, 0.16, 1.21]}

=====

No. 2
{"formula": "C16H32ClNOP2Ti", "method": "ωB97M-V/def2-TZVPD", "gap_ev": [7.4, 7.4], "multiplicity": 1, "lumo_ha": [0.0223, 0.0222], "e_tot_ha": -2751.25296, "e_homo_ev": [-6.77, -6.77], "e_above_lowest_ev": 0.000, "elements": ["Ti", "P", "P", "N", "H", "C", "H", "H", "H", "C", "H", "H", "H", "C", "H", "H", "H", "C", "H", "H", "H", "C", "H", "H", "H", "C", "H", "H", "H", "C", "C", "C", "C", "C", "C", "H", "H", "H", "H", "H", "C", "O", "C", "H", "H", "H", "C", "H", "H", "H", "Cl", "C", "H", "H"], "positions_angstrom": [[0.0650, -0.1226, 0.4658], [2.6134, -0.1231, 0.2187], [-2.5368, 0.2370, 0.5821], [-0.0364, 0.5292, -1.2170], [1.1490, -2.0980, 1.9573], [3.0534, -1.6561, -0.6667], [4.1429, -1.7981, -0.6698], [2.6889, -1.5820, -1.6998], [2.5680, -2.5210, -0.1940], [3.6340, -0.1634, 1.7224], [4.6795, -0.3529, 1.4463], [3.2783, -0.9589, 2.3891], [3.5569, 0.7911, 2.2572], [3.3507, 1.1954, -0.8053], [4.4488, 1.1528, -0.7698], [3.0134, 2.1751, -0.4426], [3.0104, 1.0858, -1.8432], [-3.2888, -1.2338, -0.1949], [-4.3802, -1.2191, -0.0694], [-2.8657, -2.1439, 0.2503], [-3.0351, -1.2294, -1.2633], [-3.2655, 0.2366, 2.2501], [-4.3603, 0.2545, 2.1593], [-2.9214, 1.1195, 2.8037], [-2.9500, -0.6613, 2.7991], [-3.3495, 1.6153, -0.2886], [-4.4301, 1.6157, -0.0852], [-3.1706, 1.5116, -1.3671], [-2.9075, 2.5639, 0.0417], [-0.0546, 1.3708, -2.2555], [-0.0086, 1.8231, -4.6661], [-0.0475, 0.9206, -3.6174], [-0.0685, 2.7910, -2.0409], [-0.0247, 3.6795, -3.1074], [0.0082, 3.2058, -4.4261], [0.0054, 1.4535, -5.6939], [-0.0678, -0.1591, -3.7910], [-0.1056, 3.1516, -1.0105], [-0.0203, 4.7502, -2.9089], [0.0396, 3.9124, -5.2553], [0.1486, -2.6321, 1.8015], [-0.4302, -1.8846, 0.7374], [0.3080, -4.0734, 1.3454], [0.4448, -4.7500, 2.1961], [1.1633, -4.2043, 0.6746], [-0.5909, -4.3822, 0.8009], [-0.6700, -2.5467, 3.0757], [-1.7174, -2.7955, 2.8650], [-0.6350, -1.5505, 3.5279], [-0.2956, -3.2542, 3.8255], [0.5906, 0.9028, 3.2503], [0.1395, 1.6270, 1.7184], [-0.8197, 2.1506, 1.8246], [0.9536, 2.2740, 1.3633]], "lowdin_charge": [0.55, 0.77, 0.78, -0.13, 0.11, -0.24, 0.05, 0.05, 0.03, -0.28, 0.05, 0.04, 0.04, -0.24, 0.05, 0.05, 0.05, -0.26, 0.05, 0.03, 0.05, -0.26, 0.05, 0.04, 0.03, -0.25, 0.05, 0.05, 0.04, -0.43, -0.12, -0.05, -0.05, -0.11, -0.12, 0.10, 0.10, 0.10, 0.10, 0.09, -0.55, -0.39, -0.05, 0.08, 0.06, 0.09, -0.07, 0.08, 0.03, 0.08, 0.51, -0.77, -0.02, -0.01]}

=====

No. 3
{"formula": "CH10N2O3", "method": "ωB97M-V/def2-TZVPD", "gap_ev": 9.8, "smiles": "[H]/N=C/N.O.O.O", "multiplicity": 1, "lumo_ha": 0.0271, "e_tot_ha": -379.32516, "e_homo_ev": -9.04, "e_above_lowest_ev": 0.613, "elements": ["H", "N", "C", "N", "H", "H", "H", "O", "H", "H", "O", "H", "H", "O", "H", "H"], "positions_angstrom": [[-0.2595, -2.2374, 2.2148], [0.2809, -1.7154, 1.5324], [0.0882, -0.4537, 1.6871], [0.9816, 0.5169, 1.4565], [-0.9153, -0.0634, 1.8830], [0.5998, 1.4277, 1.2587], [1.9090, 0.2338, 1.1870], [-1.0658, 0.3587, -1.9066], [-0.5670, -0.4833, -1.9530], [-0.6606, 0.8447, -2.6336], [0.1772, -1.9771, -1.1827], [0.1826, -2.2339, -0.2393], [1.0873, -1.9485, -1.4789], [-0.3481, 2.4973, -0.3177], [-0.5564, 3.3479, -0.7061], [-0.9339, 1.8857, -0.8016]], "lowdin_charge": [0.05, 0.01, -0.38, 0.12, 0.13, 0.06, 0.11, -0.08, 0.01, 0.05, -0.08, 0.00, 0.04, -0.08, 0.04, 0.01]}

=====

No. 4
{"formula": "C7H11BrN2O", "method": "ωB97M-V/def2-TZVPD", "gap_ev": 9.0, "multiplicity": 1, "lumo_ha": 0.0007, "e_tot_ha": -3031.97533, "e_homo_ev": -8.93, "e_above_lowest_ev": 2.642, "elements": ["C", "C", "C", "C", "C", "C", "C", "N", "N", "O", "Br", "H", "H", "H", "H", "H", "H", "H", "H", "H", "H", "H"], "positions_angstrom": [[1.6539, 2.5879, -1.0380], [0.5369, 0.2346, 0.7326], [-0.9365, -1.7958, 0.4334], [-1.9833, 0.5189, 0.6999], [-0.7470, 0.1169, -1.3653], [2.8816, -0.1608, 0.5648], [-0.7491, -0.3031, 0.1097], [1.2736, 2.3218, -2.0620], [1.6818, -0.6091, 0.4492], [0.6749, 1.2332, 1.3944], [4.1587, -1.4361, 0.2704], [-1.8609, -2.3088, 0.0951], [-0.8447, -1.9128, 1.5901], [-0.1962, -2.3993, 0.0131], [-1.9558, 0.3911, 1.8414], [-1.7829, 1.6001, 0.6067], [-2.9200, -0.0280, 0.4081], [0.0038, -0.3378, -1.9443], [-1.6980, -0.1790, -1.7921], [-0.5449, 1.2350, -1.3152], [1.9947, 2.7430, 0.0489], [1.3593, -1.5119, 0.2592]], "lowdin_charge": [-0.10, -0.41, -0.04, -0.04, -0.05, -0.60, -0.51, 0.07, -0.05, 0.09, 0.69, 0.10, 0.13, 0.04, 0.10, 0.09, 0.10, 0.06, 0.09, 0.07, 0.11, 0.07]}

=====

No. 5
{"formula": "C35H38Cl3FeGe2N3O4PSSe", "method": "ωB97M-V/def2-TZVPD", "gap_ev": [6.9, 4.2], "multiplicity": 2, "lumo_ha": [-0.0074, -0.1073], "e_tot_ha": -11760.88586, "e_homo_ev": [-7.09, -7.09], "e_above_lowest_ev": 2.826, "elements": ["Fe", "O", "N", "C", "C", "C", "C", "C", "S", "H", "H", "H", "H", "O", "C", "O", "C", "C", "C", "C", "C", "C", "P", "C", "C", "C", "C", "C", "C", "C", "C", "C", "C", "C", "C", "H", "H", "H", "H", "H", "H", "H", "H", "H", "H", "H", "H", "H", "H", "Cl", "Ge", "Cl", "Cl", "N", "C", "O", "C", "C", "C", "C", "N", "C", "H", "H", "H", "H", "H", "H", "C", "Ge", "C", "C", "C", "Se", "C", "H", "H", "H", "H", "H", "H", "H", "H", "H", "H", "H", "H", "H", "H"], "positions_angstrom": [[0.1930, -1.0970, 1.1954], [-0.9296, -0.3036, 2.9432], [-0.3786, -0.4095, 4.1330], [-1.1886, -0.6204, 5.1813], [-0.7119, -0.7295, 6.4590], [0.6613, -0.6173, 6.6723], [1.4900, -0.4449, 5.5913], [0.9751, -0.3443, 4.2933], [1.9944, -0.1820, 2.9374], [-2.2323, -0.7209, 4.9319], [-1.3940, -0.9073, 7.2727], [1.0671, -0.6955, 7.6673], [2.5618, -0.4130, 5.6937], [-3.5005, -1.1986, 0.1778], [-2.6101, -0.3541, 0.0563], [-1.3918, -0.6407, -0.2020], [-2.9332, 1.0905, 0.2314], [-4.2466, 1.5006, 0.0367], [-4.5864, 2.8277, 0.1958], [-3.6116, 3.7506, 0.5456], [-2.3067, 3.3450, 0.7464], [-1.9522, 2.0042, 0.6070], [-0.2081, 1.4973, 0.8683], [0.2546, 2.5378, 2.2918], [-0.6557, 2.7664, 3.3214], [-0.2650, 3.4377, 4.4650], [1.0381, 3.8926, 4.5911], [1.9608, 3.6336, 3.5896], [1.5802, 2.9310, 2.4622], [0.4081, 2.3740, -0.6175], [1.0016, 3.6286, -0.6352], [1.3750, 4.2000, -1.8403], [1.1445, 3.5379, -3.0339], [0.5484, 2.2870, -3.0229], [0.1862, 1.7107, -1.8225], [-4.9795, 0.7538, -0.2316], [-5.6082, 3.1430, 0.0600], [-3.8682, 4.7940, 0.6580], [-1.5523, 4.0737, 1.0067], [-1.6712, 2.4073, 3.2278], [-0.9779, 3.6054, 5.2629], [1.3326, 4.4435, 5.4723], [2.9831, 3.9652, 3.6966], [2.3078, 2.6715, 1.7078], [1.1697, 4.1649, 0.2862], [1.8487, 5.1719, -1.8497], [1.4323, 3.9929, -3.9698], [0.3673, 1.7640, -3.9520], [-0.2792, 0.7331, -1.7955], [-1.7437, -3.9971, -0.1841], [-2.3217, -2.9290, 1.7704], [-2.8714, -4.8029, 2.9286], [0.1342, -3.0612, 2.3834], [5.9851, 0.2835, -2.0930], [4.6479, 0.2227, -1.8806], [3.8699, 0.9542, -2.4567], [4.1743, -0.8328, -0.9292], [4.9419, -1.8813, -0.4226], [4.3376, -2.8138, 0.4021], [2.9835, -2.7002, 0.6650], [2.2405, -1.7129, 0.1747], [2.8269, -0.7967, -0.5805], [6.3334, 1.0044, -2.7043], [6.6442, -0.2064, -1.5149], [5.9869, -2.0007, -0.6664], [4.9021, -3.6270, 0.8301], [2.4658, -3.4179, 1.2859], [2.2058, 0.0128, -0.9413], [-2.3685, -2.1405, -6.2958], [-2.3313, -2.4715, -4.3271], [-2.2423, -4.4084, -3.9224], [-3.8432, -1.6100, -3.3994], [-0.6475, -1.5395, -3.6937], [0.0115, -2.1237, -1.9566], [1.0597, -3.6205, -2.6328], [-3.2678, -2.5601, -6.7355], [-1.5141, -2.5955, -6.7878], [-2.3550, -1.0776, -6.5163], [-3.2020, -4.8718, -4.1364], [-2.0328, -4.5489, -2.8644], [-1.4832, -4.9219, -4.5090], [-4.7832, -2.0622, -3.7001], [-3.8931, -0.5469, -3.6163], [-3.7359, -1.7383, -2.3268], [-0.8801, -0.4808, -3.5933], [0.1758, -1.6480, -4.4002], [0.4423, -4.2514, -3.2661], [1.3854, -4.1888, -1.7668], [1.9224, -3.2494, -3.1843]], "mulliken_spin": [-0.01, 0.00, 0.00, 0.00, 0.00, 0.00, 0.00, 0.00, 0.00, 0.00, 0.00, 0.00, 0.00, 0.00, 0.00, 0.08, 0.00, 0.00, 0.00, 0.00, 0.00, 0.00, -0.01, 0.00, 0.00, 0.00, 0.00, 0.00, 0.00, -0.01, 0.00, 0.00, 0.00, 0.00, 0.01, 0.00, 0.00, 0.00, 0.00, 0.00, 0.00, 0.00, 0.00, 0.00, 0.00, 0.00, 0.00, 0.00, 0.00, 0.12, 0.00, 0.01, 0.00, 0.00, 0.00, 0.00, -0.01, 0.00, 0.00, 0.00, 0.02, 0.03, 0.00, 0.00, 0.00, 0.00, 0.00, -0.02, 0.01, 0.04, 0.00, 0.00, 0.01, 0.68, 0.00, 0.00, 0.00, 0.00, 0.00, 0.00, 0.00, 0.00, 0.00, 0.00, 0.00, 0.01, 0.01, 0.00, 0.03]}

=====

No. 6
{"formula": "C4H9NO2", "method": "ωB97M-V/def2-TZVPD", "gap_ev": 9.1, "multiplicity": 1, "lumo_ha": 0.0311, "e_tot_ha": -362.95275, "e_homo_ev": -8.29, "e_above_lowest_ev": 3.613, "elements": ["C", "N", "C", "O", "C", "C", "O", "H", "H", "H", "H", "H", "H", "H", "H", "H"], "positions_angstrom": [[-0.9688, -0.2302, -1.6719], [-1.4647, 0.8158, -0.7665], [-1.3537, 1.1102, 0.5392], [-0.5931, 0.3453, 1.3310], [0.2134, -0.8193, 1.0772], [1.6471, -0.3863, 0.8181], [1.7869, 0.4433, -0.3172], [-1.0033, 0.1188, -2.7073], [0.0741, -0.4491, -1.4566], [-1.5730, -1.1391, -1.5941], [-2.1789, 1.4276, -1.1360], [0.1786, -1.3996, 2.0062], [-0.1755, -1.4488, 0.2756], [2.0347, 0.1045, 1.7226], [2.2535, -1.2756, 0.6190], [1.3208, 1.2744, -0.1463]], "lowdin_charge": [-0.08, -0.06, -0.14, -0.13, -0.18, -0.24, -0.07, 0.09, 0.05, 0.08, 0.10, 0.13, 0.10, 0.13, 0.13, 0.09]}

=====

no.,largest force on an atom (hartree/bohr)
1,0.071
2,0.077
3,0.034
4,0.107
5,0.072
6,0.009